Version A
# C8H26B2O29

A molecular structure, C8H26B2O29 (ωB97M-V/def2-TZVPD, the OMol25 dataset).

The charge is -2.

The geometry in XYZ format:
```
65
Properties=species:S:1:pos:R:3:mulliken_charge:R:1
O -2.483 1.296 0.108 -0.847
C -1.510 0.812 0.581 0.772
O -1.165 -0.338 0.288 -0.677
B 0.334 -0.554 0.481 2.076
O 0.786 0.766 0.763 -0.394
C -0.194 1.474 0.881 0.740
O 0.021 2.652 1.259 -0.492
O 0.875 -1.351 -0.542 -0.898
C 1.317 -2.439 -0.041 0.868
O 1.609 -3.397 -0.644 -0.510
C 1.121 -2.383 1.350 0.184
O 0.519 -1.362 1.762 -0.880
O 1.797 -3.104 2.140 -0.937
O -0.879 1.611 -5.477 -0.797
C -0.515 1.898 -4.227 0.042
O -0.182 2.981 -3.920 -0.437
B 0.381 2.793 -2.572 1.407
O 0.270 1.391 -2.239 -0.199
C -0.231 0.881 -3.290 0.779
O -0.534 -0.229 -3.283 -0.599
O -0.329 3.652 -1.532 -0.375
C 0.496 4.563 -1.155 0.537
O 0.258 5.536 -0.424 -0.718
C 1.754 4.399 -1.645 0.658
O 1.729 3.380 -2.476 -0.758
O 2.812 4.844 -1.353 -0.655
O 0.784 -5.897 -1.928 -0.536
H 0.716 -5.020 -1.983 0.294
H 0.205 -6.180 -2.527 0.250
O 1.586 0.581 4.107 -0.736
H 1.582 -0.017 3.347 0.317
H 1.821 1.616 3.726 0.424
O 1.932 -1.871 -3.144 -0.676
H 1.569 -1.523 -2.414 0.478
H 1.662 -2.614 -3.587 0.256
O 4.401 -3.444 -2.944 -0.645
H 4.979 -3.230 -2.369 0.242
H 3.475 -3.090 -2.713 0.444
O -4.691 0.282 1.263 -0.591
H -5.431 0.700 0.871 0.287
H -4.063 0.968 0.995 0.251
O -1.915 -3.299 0.413 -0.627
H -1.954 -2.804 -0.455 0.349
H -2.388 -2.623 0.972 0.357
O 1.551 -5.671 2.857 -0.669
H 2.418 -6.067 3.159 0.299
H 1.741 -4.749 2.689 0.562
O 2.260 2.979 2.521 -0.691
H 2.218 3.960 2.918 0.330
H 1.796 3.272 1.628 0.290
O -4.743 3.477 -0.833 -0.601
H -4.622 3.330 0.169 0.271
H -5.585 3.865 -0.986 0.249
O 4.842 -3.804 3.059 -0.558
H 5.800 -3.635 3.213 0.279
H 4.735 -3.268 2.325 0.271
O -2.458 -1.950 2.874 -0.604
H -2.145 -1.054 2.943 0.283
H -3.391 -1.772 2.845 0.310
O -2.226 4.285 2.988 -0.694
H -1.674 3.731 2.356 0.330
H -3.130 3.895 3.013 0.269
O -3.062 2.297 -2.422 -0.645
H -3.843 2.794 -2.119 0.398
H -2.808 1.777 -1.617 0.296
```

Version B
# C8H26B2O29

A molecular structure, C8H26B2O29 (ωB97M-V/def2-TZVPD, the OMol25 dataset).

The charge is -2.

The geometry in XYZ format:
```
65
Properties=species:S:1:pos:R:3:mulliken_charge:R:1
O -3.110 -2.071 0.821 -1.069
C -2.204 -1.357 0.394 0.514
O -2.163 -1.069 -0.814 -0.681
B -0.884 -0.402 -0.992 1.089
O -0.412 -0.174 0.414 0.983
C -1.192 -0.759 1.156 0.473
O -1.070 -0.774 2.382 -0.419
O -1.014 0.768 -1.850 -0.410
C -0.098 0.673 -2.693 0.791
O 0.292 1.595 -3.404 -0.860
C 0.494 -0.615 -2.687 0.354
O 0.012 -1.300 -1.757 -0.685
O 1.376 -1.004 -3.423 -0.942
O -3.877 3.326 3.647 -0.712
C -3.169 2.897 2.735 0.389
O -2.347 3.614 2.104 -0.738
B -1.928 2.837 0.951 1.601
O -2.794 1.634 1.008 -0.107
C -3.464 1.719 2.021 0.641
O -4.066 0.773 2.548 -0.839
O -2.088 3.654 -0.218 -0.518
C -0.936 3.852 -0.675 0.261
O -0.639 4.761 -1.440 -0.775
C 0.027 3.012 -0.010 0.927
O -0.480 2.529 1.032 -0.759
O 1.196 2.975 -0.104 -0.649
O 3.002 2.293 -5.000 -0.663
H 2.988 3.271 -4.979 0.317
H 2.284 2.036 -4.443 0.340
O 3.529 1.175 -1.912 -0.603
H 3.390 0.328 -1.378 0.424
H 3.657 0.742 -2.740 0.314
O -0.636 1.394 3.909 -0.741
H -0.546 0.654 3.276 0.291
H -1.308 1.001 4.508 0.363
O 2.287 -3.449 -2.461 -0.796
H 2.027 -2.548 -2.697 0.255
H 1.885 -3.482 -1.583 0.614
O -3.789 -1.706 3.387 -0.726
H -3.947 -0.766 3.441 0.468
H -3.784 -1.787 2.440 0.304
O -2.431 -4.715 1.191 -0.634
H -1.912 -5.076 0.474 0.292
H -2.633 -3.868 0.877 0.319
O 0.225 -3.328 2.371 -0.639
H 0.408 -3.089 1.463 0.343
H 0.573 -2.567 2.806 0.309
O 1.479 -3.088 -0.025 -0.873
H 1.714 -2.174 -0.187 0.520
H 2.266 -3.463 0.323 0.279
O 1.288 4.039 -3.152 -0.681
H 1.015 4.489 -2.353 0.332
H 0.754 3.219 -3.085 0.472
O -1.309 -2.422 4.635 -0.656
H -1.405 -1.880 3.821 0.403
H -0.785 -1.913 5.284 0.284
O 3.206 -1.889 -5.328 -0.648
H 3.453 -2.765 -5.075 0.324
H 2.639 -1.636 -4.661 0.596
O 2.730 -0.777 -0.187 -0.853
H 3.603 -0.922 0.187 0.231
H 2.222 -0.209 0.411 0.455
O 2.112 0.930 1.907 -0.771
H 1.391 1.404 1.549 0.283
H 2.915 1.460 1.825 0.295
```

Of them, version B has the highest stability.

Version A
# C2H5B

2 unconnected molecules or ions with the total composition C2H5B (ωB97M-V/def2-TZVPD, the OMol25 dataset).

The geometry in XYZ format:
```
8
Properties=species:S:1:pos:R:3:mulliken_charge:R:1
B -0.520 -0.687 -0.917 -0.070
C 0.937 0.768 0.875 -0.484
C 0.301 0.104 0.048 0.125
H -1.192 -0.307 -1.849 -0.049
H -0.396 -1.901 -0.927 -0.061
H 0.614 0.983 1.894 0.266
H 1.876 1.068 0.403 0.227
H -1.244 -0.138 0.492 0.046
```

Version B
# C2H5B

A single C2H5B molecule (ωB97M-V/def2-TZVPD, the OMol25 dataset).

As for the SMILES: BC=C.

The geometry in XYZ format:
```
8
Properties=species:S:1:pos:R:3:mulliken_charge:R:1
B -1.322 0.095 0.014 0.124
C 0.148 -0.586 0.023 -0.237
C 1.250 0.191 -0.025 -0.590
H -1.118 1.229 0.145 -0.100
H 0.388 -1.648 0.006 0.313
H -2.574 -0.433 -0.342 -0.040
H 2.191 -0.116 0.192 0.310
H 1.038 1.268 -0.014 0.221
```

Of them, version B has the highest stability.

Version A
# C5H4N2O2S

A single C5H4N2O2S molecule (ωB97M-V/def2-TZVPD, the OMol25 dataset).

As for the SMILES: O=C(O)c1cc(=S)nc[nH]1.

The geometry in XYZ format:
```
14
Properties=species:S:1:pos:R:3:mulliken_charge:R:1
C 2.159 -0.627 0.042 0.334
C 0.854 -0.114 -0.039 0.326
C -0.388 -0.670 -0.212 -0.128
C -1.626 -0.027 -0.077 0.100
C -0.320 1.917 -0.383 -0.028
H 2.870 0.659 1.385 0.378
H -0.396 -1.786 -0.229 0.389
H -0.260 3.081 -0.584 0.289
H 1.753 1.866 0.466 0.261
N -1.449 1.378 -0.402 -0.379
N 0.873 1.327 0.187 -0.215
O 3.067 0.131 0.629 -0.511
O 2.499 -1.644 -0.671 -0.544
S -3.034 -0.845 0.301 -0.274
```

Version B
# C5H4N2O2S

A single C5H4N2O2S molecule (ωB97M-V/def2-TZVPD, the OMol25 dataset).

As for the SMILES: O=C(O)c1nccnc1S.

The geometry in XYZ format:
```
14
Properties=species:S:1:pos:R:3:mulliken_charge:R:1
C 0.534 1.553 1.090 0.478
C 0.024 0.515 0.074 0.564
C -1.510 -1.215 0.017 -0.305
C -0.700 -1.882 -0.988 -0.078
C 0.856 -0.177 -0.834 0.382
H -1.171 1.434 1.635 0.500
H -2.476 -1.550 0.364 0.420
H -0.999 -2.972 -1.338 0.279
H 2.451 1.300 -0.508 0.262
N -1.107 -0.008 0.483 -0.624
N 0.438 -1.303 -1.379 -0.522
O -0.467 2.083 1.821 -0.455
O 1.864 1.719 1.141 -0.647
S 2.264 0.502 -1.578 -0.253
```

Of them, version B has the highest stability.

Version A
# C3H8N3O

2 unconnected molecules or ions with the total composition C3H8N3O (ωB97M-V/def2-TZVPD, the OMol25 dataset).

The charge is +1.

The geometry in XYZ format:
```
15
Properties=species:S:1:pos:R:3:mulliken_charge:R:1
C 1.115 0.164 0.815 -0.853
C -0.990 0.599 -0.015 0.408
C 1.883 0.059 -0.260 0.411
N -1.568 -0.508 -0.246 -0.021
N -1.433 1.837 -0.024 -0.399
N -1.112 -1.817 0.093 -0.588
O 3.201 -0.137 -0.311 -0.409
H 1.173 0.053 1.936 0.301
H 1.518 0.011 -1.234 0.417
H -2.521 -0.708 -0.626 0.276
H -0.771 2.584 0.238 0.275
H -2.460 2.060 -0.139 0.249
H -1.509 -2.217 -0.765 0.294
H -0.098 -1.764 0.021 0.339
H 3.572 -0.217 0.516 0.299
```

Version B
# C3H8N3O

A gas-phase ion, C3H8N3O (charge +1) (ωB97M-V/def2-TZVPD, the OMol25 dataset).

The charge is +1.

The geometry in XYZ format:
```
15
Properties=species:S:1:pos:R:3:mulliken_charge:R:1
C -2.054 -1.046 -0.124 -0.165
C -0.185 0.271 0.487 -0.058
C 0.862 0.880 -0.398 -0.562
N -2.606 0.275 -0.081 0.021
N -1.971 1.220 0.159 -0.161
N 2.158 0.028 0.042 -0.394
O -0.619 -0.908 -0.029 -0.304
H -2.409 -1.579 0.668 0.298
H -2.441 -1.558 -1.143 0.242
H 0.068 0.560 1.552 0.334
H 1.259 1.793 -0.057 0.350
H 0.754 0.706 -1.400 0.363
H 1.994 -0.888 -0.381 0.343
H 2.155 -0.086 1.044 0.343
H 3.034 0.332 -0.339 0.348
```

Version C
# C3H8N3O

A gas-phase ion, C3H8N3O (charge +1) (ωB97M-V/def2-TZVPD, the OMol25 dataset).

The charge is +1. As for the SMILES: [H]/N=C/NOC(C)=[NH2+].

The geometry in XYZ format:
```
15
Properties=species:S:1:pos:R:3:mulliken_charge:R:1
C 2.078 -0.389 -0.102 -0.033
C -0.938 -0.380 -0.121 0.914
C -0.822 0.781 0.673 -1.164
N 1.692 0.317 -1.066 -0.563
N 1.121 -1.070 0.695 -0.377
N -2.053 -0.861 -0.678 -0.310
O 0.006 -1.341 -0.083 -0.175
H 3.038 -0.555 0.302 0.438
H -1.738 1.138 1.007 0.478
H -0.316 1.791 0.182 0.311
H -0.307 0.521 1.602 0.353
H 2.431 0.770 -1.778 0.285
H 1.648 -1.899 0.942 0.342
H -2.074 -1.721 -1.121 0.232
H -2.788 -0.210 -0.904 0.270
```

Of them, version C has the highest stability.